[1]
DFT (the ωB97M-V functional and the def2-TZVPD basis) results for a cluster of 2 separate species, C2H2Cl4Si in total.

Summary:
Calculated total energy (Eh): -2207.6977
ΔE to the lowest compared entry with this formula, charge and spin (kcal per mole): 73.88
HOMO (alpha / beta) (eV): -9.231 / -9.233
HOMO-LUMO gap (alpha / beta) (Ha): 0.2450 / 0.2451

The geometry in ORCA input format:
```
! RIJCOSX wB97M-V def2-TZVPD def2/J DEFGRID3
* xyz 0 1
C -0.2426 0.1108 -0.1113
C -1.5024 -0.1401 -0.1556
Si -3.3390 -0.3424 -0.0800
Cl -2.4182 2.6011 -0.2324
Cl -3.4689 -2.2586 0.4706
Cl -3.9820 -0.1353 -1.9358
Cl -4.0705 0.7822 1.4827
H -0.1564 1.1707 -0.1702
H 0.6955 -0.4074 -0.2117
*
```

Atomic partial charges in e from the natural (NBO) method, atoms 1 to 4: number 1, C, carries -0.52; number 2, C, carries -0.02; number 3, Si, carries 1.36; number 4, Cl, carries -0.58

[2]
DFT (the ωB97M-V functional and the def2-TZVPD basis) results for the molecule C4H12N2.

Summary:
Calculated total energy (Eh): -269.0907
ΔE to the lowest compared entry with this formula, charge and spin (kcal per mole): 16.09
HOMO (eV): -8.715
HOMO-LUMO gap (Ha): 0.3649

The geometry in ORCA input format:
```
! RIJCOSX wB97M-V def2-TZVPD def2/J DEFGRID3
* xyz 0 1
N 0.2534 1.4717 1.8940
C -0.8249 0.9782 1.0787
C -0.6652 -0.5242 0.8254
N 0.6771 -0.8892 0.3388
C 0.7424 -1.1897 -1.1009
C 0.2747 -0.0317 -1.9791
H 0.0611 2.3674 2.3138
H 1.1436 1.4782 1.4206
H -1.7632 1.1051 1.6171
H -1.0041 1.5100 0.1311
H -1.4312 -0.8386 0.1010
H -0.8311 -0.9952 1.7936
H 0.9269 -1.7477 0.8173
H 0.1325 -2.0845 -1.2982
H 1.7666 -1.4582 -1.3454
H -0.7370 -0.1430 -2.3528
H 0.3660 0.8903 -1.4055
H 0.9124 0.1012 -2.8497
*
```

Atomic partial charges in e from the natural (NBO) method, atoms 1 to 4: number 1, N, carries -0.85; number 2, C, carries -0.22; number 3, C, carries -0.23; number 4, N, carries -0.63

[3]
DFT (the ωB97M-V functional and the def2-TZVPD basis) results for a cluster of 10 separate species, C24H68O16 in total.

Summary:
Calculated total energy (Eh): -2158.9225
ΔE to the lowest compared entry with this formula, charge and spin (kcal per mole): 1.79
HOMO (eV): -9.893
HOMO-LUMO gap (Ha): 0.3731

The geometry in ORCA input format:
```
! RIJCOSX wB97M-V def2-TZVPD def2/J DEFGRID3
* xyz 0 1
C -4.1575 -1.4665 -1.9447
C -3.7899 -1.6590 -0.4999
C -3.4168 -3.1377 -0.3220
O -2.8171 -0.7473 0.0119
H -4.7403 -2.3641 -2.3018
H -3.2456 -1.5222 -2.5198
H -4.8114 -0.6423 -2.2699
H -4.6118 -1.4835 0.1709
H -2.6822 -3.3464 -1.1073
H -4.3179 -3.7231 -0.5190
H -3.0891 -3.4107 0.6961
H -1.9527 -1.1214 -0.3375
C -2.5978 -2.2703 4.5705
C -1.2797 -1.8084 3.9816
C -0.8904 -2.4937 2.6755
O -1.2376 -0.3639 3.9210
H -3.4420 -2.1862 3.8943
H -2.7299 -1.7255 5.5113
H -2.6189 -3.3286 4.9071
H -0.4877 -2.0055 4.7025
H -1.6948 -2.4030 1.9544
H -0.7092 -3.5584 2.9116
H 0.0452 -2.0714 2.3093
H -1.8230 -0.0327 3.2008
C 0.3741 4.9539 1.5889
C -0.9267 4.2468 1.1873
C -0.6029 2.7891 1.3670
O -2.0651 4.6422 1.9588
H 0.3480 6.0749 1.5537
H 1.1838 4.5515 0.9969
H 0.5797 4.6321 2.6431
H -1.1686 4.4578 0.1333
H 0.2611 2.6248 0.6751
H -1.3618 2.0587 1.1194
H -0.2519 2.5737 2.3894
H -2.1450 5.5864 1.9048
C 1.3784 0.4219 -0.4365
C 0.0564 0.0683 -1.1653
C 0.1270 0.3630 -2.6126
O -0.2964 -1.3154 -1.0229
H 2.1942 -0.2253 -0.8088
H 1.2989 0.2434 0.6452
H 1.6700 1.4689 -0.6277
H -0.7597 0.6644 -0.7120
H 0.2443 1.4001 -2.8311
H -0.8104 0.0472 -3.0946
H 0.9011 -0.2429 -3.0368
H 0.4521 -1.7341 -1.4339
C 3.0128 -3.0144 -1.7543
C 3.6246 -4.3558 -1.8567
O 3.4645 -4.9909 -0.5650
O 1.6206 -3.1170 -1.7882
H 3.2640 -2.5234 -2.6845
H 3.3233 -2.4062 -0.8952
H 4.7086 -4.3102 -2.0343
H 3.0905 -4.9286 -2.6470
H 3.8937 -5.8174 -0.4309
H 1.3840 -3.7697 -1.1046
C 4.4828 -0.5478 1.6422
C 3.7014 -1.7717 2.0755
O 3.2511 -1.7037 3.3991
O 4.7038 -0.5699 0.2250
H 5.4332 -0.5581 2.1518
H 4.0601 0.3999 1.9222
H 4.3885 -2.6447 1.9407
H 2.9123 -1.9739 1.3293
H 2.5738 -1.0027 3.4432
H 5.4204 -1.1590 -0.0044
C -0.9439 -3.8278 -3.5158
C -0.1783 -4.2177 -4.7358
O -0.6765 -3.4138 -5.8295
O -2.3459 -3.9294 -3.8081
H -0.7443 -2.8075 -3.1887
H -0.6809 -4.5142 -2.7296
H -0.3239 -5.2882 -4.9209
H 0.9055 -4.0762 -4.6528
H -1.6063 -3.2766 -5.6434
H -2.6455 -4.7994 -4.1433
C 1.6777 1.6072 4.1968
C 3.1494 1.5988 4.6488
O 3.3097 0.7284 5.7201
O 1.3341 0.3036 3.6687
H 1.6021 2.3744 3.3896
H 1.0138 1.8098 5.0774
H 3.4937 2.5943 4.9990
H 3.8290 1.3879 3.8535
H 3.0244 -0.1482 5.4247
H 0.4028 0.1086 3.8879
C -3.0126 2.3817 -1.9087
C -4.0780 3.0651 -0.9725
O -4.5496 4.2141 -1.8004
O -2.0049 3.3276 -2.2363
H -3.5817 2.0049 -2.8200
H -2.5835 1.5255 -1.3969
H -3.6128 3.4379 -0.0564
H -4.8503 2.3726 -0.7584
H -5.4138 4.3592 -1.4448
H -2.4245 4.0369 -2.7119
C 0.6728 5.4161 -2.1117
C 0.9965 3.9509 -2.1712
O 2.4021 3.8475 -1.8563
O 1.6125 6.1471 -2.9116
H 0.7793 5.7834 -1.0591
H -0.3769 5.6208 -2.3651
H 0.7964 3.5112 -3.1545
H 0.4993 3.3588 -1.4248
H 2.8096 3.0661 -2.1847
H 2.4276 5.6436 -2.6950
*
```

Atomic partial charges in e from the Mulliken method, atoms 1 to 4: number 1, C, carries -1.18; number 2, C, carries 0.65; number 3, C, carries -1.23; number 4, O, carries -0.44

[4]
DFT (the ωB97M-V functional and the def2-TZVPD basis) results for a cluster of 8 separate species, C16H48O8 in total.

Summary:
Calculated total energy (Eh): -1240.1966
ΔE to the lowest compared entry with this formula, charge and spin (kcal per mole): 69.92
HOMO (eV): -9.503
HOMO-LUMO gap (Ha): 0.3690

The geometry in ORCA input format:
```
! RIJCOSX wB97M-V def2-TZVPD def2/J DEFGRID3
* xyz 0 1
C 2.7940 2.8128 -0.9547
C 1.9511 4.0340 -1.4218
O 0.5608 3.6794 -1.3480
H 2.4569 2.5154 0.0383
H 3.8457 3.0995 -0.9510
H 2.5697 1.9363 -1.5625
H 2.2668 4.4652 -2.3718
H 2.0301 4.8558 -0.7101
H 0.3450 3.1907 -2.1456
C -0.2133 0.5494 -0.0603
C 0.4283 0.3989 1.4090
O -0.6067 0.0087 2.3220
H -0.2851 -0.4015 -0.5883
H 0.4450 1.0528 -0.7683
H -1.2370 0.9134 -0.1482
H 0.8572 1.3575 1.7009
H 1.3217 -0.2240 1.4538
H -1.0871 0.8135 2.5298
C -3.9084 0.9276 3.3674
C -3.4158 1.6321 2.1044
O -2.2326 2.3195 2.4230
H -4.5887 0.1120 3.1224
H -4.5100 1.5899 3.9900
H -3.1003 0.5125 3.9696
H -4.1973 2.3077 1.7566
H -3.1929 0.9240 1.3063
H -2.0207 3.0638 1.8549
C -2.9429 0.8521 -3.6491
C -3.6115 1.3233 -2.3764
O -4.3642 0.2044 -1.9756
H -2.3463 -0.0419 -3.4678
H -2.3737 1.6851 -4.0617
H -3.6876 0.7076 -4.4318
H -4.0937 2.2836 -2.5587
H -2.8271 1.4408 -1.6287
H -3.7848 -0.4914 -1.6568
C 4.5669 -0.2269 -0.1448
C 5.1179 -1.3047 0.7988
O 4.1530 -2.3553 0.9617
H 3.6488 0.2241 0.2316
H 4.3276 -0.5562 -1.1559
H 5.2762 0.5835 -0.3129
H 5.3185 -0.9405 1.8064
H 6.0917 -1.6330 0.4354
H 4.3140 -2.8632 1.7602
C 1.2020 -0.4084 -3.8364
C 2.5887 0.0672 -3.9237
O 2.5577 1.3511 -4.5258
H 1.1055 -1.4084 -3.4135
H 0.7527 -0.4213 -4.8294
H 0.5608 0.1431 -3.1488
H 3.1121 -0.6861 -4.5126
H 3.0703 0.1272 -2.9477
H 3.3515 1.4812 -5.0499
C 1.0667 -2.5835 4.6637
C -0.2393 -3.1891 4.1728
O -1.1532 -2.1304 3.9547
H 1.4800 -1.9512 3.8780
H 1.7100 -3.4399 4.8660
H 0.8955 -2.0625 5.6057
H -0.6865 -3.8996 4.8680
H -0.0846 -3.8235 3.3000
H -0.7474 -1.4653 3.3939
C -2.5543 -2.3980 0.8420
C -1.9380 -2.7487 -0.5149
O -2.5936 -2.0079 -1.5138
H -3.5899 -2.7331 0.9001
H -2.5113 -1.3207 1.0027
H -1.9675 -2.9161 1.6004
H -2.0940 -3.7935 -0.7837
H -0.8679 -2.5798 -0.6346
H -2.4855 -2.5410 -2.3048
*
```

Atomic partial charges in e from the Mulliken method, atoms 1 to 4: number 1, C, carries 0.02; number 2, C, carries -0.62; number 3, O, carries -0.46; number 4, H, carries 0.09

In order of appearance, strongest force on any atom = 2.07; 0.64; 3.21; 2.59 eV/A.